Molecular formula: C3H5O3Pm
Method: DFT, ωB97M-V with the def2-TZVPD basis set

XYZ file:
```
12
C3H5O3Pm | the Open Molecules 2025 dataset | ωB97M-V with the def2-TZVPD basis set
H 0.08 -0.92 -2.40
C -0.38 -0.07 -1.88
C 0.26 1.29 -2.14
O 0.78 1.37 -0.80
C 0.19 0.12 -0.42
O 0.99 -0.77 0.09
Pm -0.07 -1.48 2.22
O -0.84 0.37 0.56
H -1.47 -0.09 -1.99
H -0.44 2.11 -2.34
H 1.08 1.29 -2.87
H -1.24 1.25 0.52
```

## Properties
LUMO (alpha / beta) ... -5.38 / -5.31 eV
Energy above the lowest of the compared OMol25 structures with the same formula, charge and spin ... 0.000 eV
Multiplicity ... 6
Orbital gap (alpha / beta) ... 7.01 / 7.44 eV
Net charge ... +1



Molecular formula: C5H10S
Method: DFT, ωB97M-V with the def2-TZVPD basis set

XYZ file:
```
16
C5H10S | the Open Molecules 2025 dataset | ωB97M-V with the def2-TZVPD basis set
C -1.88 -0.54 -0.38
C -1.01 0.45 0.32
C 0.36 0.17 -0.13
C 1.62 1.14 -0.04
C 1.13 -0.93 0.50
H -2.98 -0.56 -0.10
H -1.42 -1.52 -0.41
H -1.97 -0.27 -1.43
H -1.20 0.42 1.36
H -1.11 1.49 -0.08
H 0.34 -0.02 -1.22
H 1.76 1.46 1.00
H 1.65 1.88 -0.89
H 0.89 -1.98 0.13
H 1.10 -0.81 1.61
S 2.71 -0.39 -0.25
```

## Properties
LUMO ... 1.00 eV
Energy above the lowest of the compared OMol25 structures with the same formula, charge and spin ... 1.402 eV
Orbital gap ... 9.60 eV



Molecular formula: C14H30F2N8O22
Method: DFT, ωB97M-V with the def2-TZVPD basis set

XYZ file:
```
76
C14H30F2N8O22 | the Open Molecules 2025 dataset | ωB97M-V with the def2-TZVPD basis set
C 4.23 -2.40 -1.27
N 3.18 -2.12 -0.23
O 2.24 -1.46 -0.59
O 3.34 -2.60 0.87
H 4.81 -1.49 -1.36
H 3.67 -2.58 -2.19
H 4.77 -3.29 -0.99
C 3.73 2.32 1.16
N 2.50 3.17 1.16
O 1.64 2.93 0.35
O 2.47 4.06 1.98
H 3.73 1.82 2.12
H 4.57 2.99 1.03
H 3.60 1.58 0.38
C -3.86 -0.99 -4.22
N -3.12 -2.07 -4.95
O -3.22 -3.19 -4.51
O -2.45 -1.78 -5.91
H -3.26 -0.80 -3.34
H -4.85 -1.38 -4.01
H -3.91 -0.16 -4.92
C 0.18 -1.04 -4.00
N -0.17 0.11 -4.87
O 0.53 0.30 -5.85
O -1.13 0.77 -4.57
H 0.40 -0.52 -3.06
H 0.97 -1.66 -4.38
H -0.68 -1.66 -3.76
C -0.53 0.29 0.15
N -1.59 -0.11 -0.82
O -2.57 0.59 -0.92
O -1.40 -1.13 -1.45
H -0.80 1.26 0.55
H 0.41 0.44 -0.36
H -0.56 -0.53 0.86
C -3.27 -1.35 3.73
N -2.89 0.08 3.52
O -2.76 0.76 4.50
O -2.79 0.45 2.38
H -2.45 -1.73 4.34
H -3.25 -1.84 2.77
H -4.22 -1.42 4.23
C 0.47 1.35 5.01
N 0.41 0.22 4.03
O 0.03 -0.85 4.43
O 0.87 0.44 2.92
H 0.56 0.92 6.00
H -0.47 1.88 4.96
H 1.30 1.99 4.71
C 3.85 1.91 -3.68
N 3.39 1.23 -2.43
O 4.23 0.97 -1.58
O 2.20 1.06 -2.29
H 3.91 1.13 -4.44
H 4.88 2.21 -3.50
H 3.23 2.74 -3.96
C 0.52 -4.44 1.05
C 0.21 -3.50 2.21
O -0.19 -4.46 3.17
C -0.76 -5.52 2.50
O -1.30 -6.42 3.01
O -0.57 -5.35 1.16
F -0.85 -2.66 1.92
H 1.50 -4.88 1.27
H 0.54 -4.03 0.04
H 1.05 -2.93 2.60
C -2.88 3.48 0.31
C -1.50 4.02 0.62
O -1.77 4.94 1.63
C -3.06 5.39 1.48
O -3.48 6.33 2.02
O -3.74 4.54 0.69
F -1.00 4.66 -0.46
H -3.17 2.54 0.79
H -2.88 3.19 -0.75
H -0.80 3.28 0.99
```

## Properties
LUMO ... -0.68 eV
Energy above the lowest of the compared OMol25 structures with the same formula, charge and spin ... 0.000 eV
Orbital gap ... 10.22 eV
SMILES ... O=C1OC[C@@H](F)O1.O=C1OC[C@@H](F)O1.C[N+](=O)[O-].C[N+](=O)[O-].C[N+](=O)[O-].C[N+](=O)[O-].C[N+](=O)[O-].C[N+](=O)[O-].C[N+](=O)[O-].C[N+](=O)[O-]



Molecular formula: C4H5NO
Method: DFT, ωB97M-V with the def2-TZVPD basis set

XYZ file:
```
11
C4H5NO | the Open Molecules 2025 dataset | ωB97M-V with the def2-TZVPD basis set
C -2.08 -0.28 0.07
C -0.69 -0.43 0.63
C 0.28 0.63 0.44
C 1.39 0.70 -0.08
O -0.35 -1.44 1.21
N 2.65 0.70 -0.51
H -2.06 0.00 -0.99
H -2.62 0.49 0.62
H -2.59 -1.24 0.19
H 3.24 -0.02 -0.10
H 2.83 0.90 -1.48
```

## Properties
LUMO ... 0.66 eV
Energy above the lowest of the compared OMol25 structures with the same formula, charge and spin ... 2.169 eV
Orbital gap ... 9.81 eV
SMILES ... CC(=O)C#CN



Molecular formula: C16H24Cl5N4Ru
Method: DFT, ωB97M-V with the def2-TZVPD basis set

XYZ file:
```
50
C16H24Cl5N4Ru | the Open Molecules 2025 dataset | ωB97M-V with the def2-TZVPD basis set
Ru 0.17 0.29 -0.35
C -0.57 -3.29 -1.08
C -1.78 -2.45 -0.64
N -1.61 -1.01 -0.94
C -2.89 -0.29 -0.68
C -2.62 1.19 -0.78
N -1.49 1.54 0.14
C -1.93 1.67 1.57
C -1.68 0.45 2.44
C -0.22 0.25 2.75
N 0.57 -0.30 1.61
C 0.71 -1.78 1.63
C 1.69 -2.14 0.53
N 1.24 -1.52 -0.76
C 0.59 -2.52 -1.68
H -0.88 -4.00 -1.85
H -0.23 -3.91 -0.25
H -1.97 -2.54 0.43
H -2.68 -2.81 -1.14
H -1.50 -0.96 -1.96
H -3.24 -0.56 0.32
H -3.66 -0.60 -1.38
H -3.51 1.77 -0.51
H -2.35 1.48 -1.79
H -1.19 2.48 -0.14
H -3.00 1.91 1.56
H -1.41 2.52 2.00
H -2.12 -0.46 2.03
H -2.20 0.62 3.39
H -0.08 -0.43 3.60
H 0.23 1.20 3.02
H 1.51 0.04 1.76
H -0.27 -2.24 1.47
H 1.08 -2.11 2.60
H 1.80 -3.21 0.42
H 2.67 -1.73 0.77
H 2.08 -1.24 -1.26
H 1.36 -3.23 -1.98
H 0.30 -1.97 -2.58
Cl 3.43 1.08 1.58
C 2.86 1.88 0.19
C 1.69 1.40 -0.53
C 1.49 2.03 -1.81
Cl 0.24 1.24 -2.73
C 2.14 3.12 -2.29
Cl 1.76 3.83 -3.78
C 3.17 3.65 -1.45
Cl 3.99 4.99 -1.95
C 3.53 3.02 -0.21
Cl 4.79 3.67 0.70
```

## Properties
LUMO (alpha / beta) ... -12.97 / -12.98 eV
Energy above the lowest of the compared OMol25 structures with the same formula, charge and spin ... 0.011 eV
Orbital gap (alpha / beta) ... 5.85 / 5.83 eV
Net charge ... +3



Molecular formula: CH6NPS
Method: DFT, ωB97M-V with the def2-TZVPD basis set

XYZ file:
```
10
CH6NPS | the Open Molecules 2025 dataset | ωB97M-V with the def2-TZVPD basis set
C -1.01 -1.16 -0.22
N -1.80 1.30 0.36
P -0.95 0.64 -0.78
S 3.18 0.20 -0.22
H -0.43 -1.77 -0.98
H -2.17 -1.32 -0.18
H -0.58 -1.29 0.76
H -1.91 2.27 0.11
H 3.21 -0.14 1.06
H 2.47 1.28 0.08
```

## Properties
LUMO ... -0.04 eV
Energy above the lowest of the compared OMol25 structures with the same formula, charge and spin ... 1.527 eV
Orbital gap ... 9.12 eV
SMILES ... [H]/N=P/C.S